i) 13
Properties=species:S:1:pos:R:3 method="wB97M-V/def2-TZVPD" lumo_ev=4.26 charge=-1 homo_lumo_gap_ha=0.275
S 1.327 1.588 -0.975
H 2.467 2.075 -1.500
C 0.299 -1.091 0.495
O 1.328 -0.577 1.325
C -0.934 -0.194 0.524
N -1.491 -0.029 -0.843
H 0.645 -1.103 -0.543
H 0.104 -2.126 0.791
H 1.750 0.128 0.777
H -1.720 -0.516 1.214
H -0.601 0.789 0.868
H -0.804 0.583 -1.299
H -2.368 0.473 -0.834

=====

ii) 13
Properties=species:S:1:pos:R:3 method="wB97M-V/def2-TZVPD" lumo_ev=0.23 charge=-1 homo_lumo_gap_ha=0.127
C -0.054 1.219 0.433
C 0.382 1.556 -0.949
S 0.562 -1.411 -1.771
N -1.178 0.293 0.694
H -0.430 2.132 0.915
H 0.760 0.873 1.096
H 1.155 2.321 -0.721
H -0.369 2.069 -1.545
H -0.977 -0.549 0.146
H -1.005 0.060 1.725
H -0.885 -0.343 3.797
H 0.912 0.885 -1.767
O -0.250 -0.401 3.072

=====

Verdict on stability: i) comes out on top.

=====

i) 13
Properties=species:S:1:pos:R:3 method="wB97M-V/def2-TZVPD" lumo_ev=4.20 charge=-1 homo_lumo_gap_ha=0.254
C -1.121 -0.013 0.801
C -0.817 -1.013 -0.275
S 0.906 -0.977 -0.901
N -0.420 -0.279 2.080
H -2.158 0.186 0.983
H -0.736 0.980 0.534
H -1.407 -0.761 -1.164
H -1.144 -2.024 -0.029
H 0.547 -0.329 1.789
H -0.694 -1.200 2.397
H 2.892 1.424 -1.699
H 1.629 1.828 -2.335
O 2.522 2.178 -2.181

=====

ii) 13
Properties=species:S:1:pos:R:3 method="wB97M-V/def2-TZVPD" lumo_ev=4.19 charge=-1 homo_lumo_gap_ha=0.246
C -2.225 0.945 -0.185
S -0.788 1.719 -1.092
H -2.253 -0.122 -0.410
H -2.180 1.132 0.890
H -3.166 1.386 -0.526
N 0.574 -1.305 0.702
C 1.732 -0.955 -0.022
O 2.031 0.464 0.157
H 0.612 -0.781 1.565
H -0.277 -1.016 0.250
H 2.681 -1.367 0.315
H 1.652 -1.093 -1.096
H 1.606 0.993 -0.548

=====

Verdict on stability: i) comes out on top.

=====

i) 14
Properties=species:S:1:pos:R:3 method="wB97M-V/def2-TZVPD" lumo_ev=0.81 charge=0 homo_lumo_gap_ha=0.325
C 2.221 0.820 0.074
C 0.914 1.147 0.140
C -0.452 0.391 0.120
C -0.534 -1.089 0.257
C -1.904 -1.271 0.118
C -1.730 0.970 -0.133
H 1.633 -1.548 -0.157
H 2.991 1.541 0.303
H 0.913 2.221 -0.037
H 0.016 -1.960 0.416
H -2.403 -2.213 -0.203
H -2.049 1.915 -0.456
O -2.507 -0.167 -0.261
S 2.889 -0.758 -0.181

=====

ii) 14
Properties=species:S:1:pos:R:3 method="wB97M-V/def2-TZVPD" smiles=C#C[C@@]12CSC[C@@H]1O2 lumo_ev=0.75 charge=0 homo_lumo_gap_ha=0.345
C 2.405 -1.284 -1.871
C 1.459 -1.230 -1.055
C 0.439 -0.556 -0.183
C 0.634 1.000 -0.107
C -1.889 0.258 0.195
C -0.931 -0.991 0.094
H 3.532 -1.258 -2.475
H 1.603 1.388 0.347
H 0.208 1.620 -1.193
H -2.749 0.106 0.850
H -2.194 0.346 -1.027
H -1.168 -1.862 -0.473
O 0.216 -1.111 1.079
S -0.854 1.585 0.807

=====

Verdict on stability: i) comes out on top.